Arrangement a

{"formula": "C2H8NO2", "method": "ωB97M-V with the def2-TZVPD basis set", "charge": 1, "molar_mass_g_mol": 78.09, "homo_lumo_gap_ev": 11.7, "elements": ["C", "C", "N", "O", "O", "H", "H", "H", "H", "H", "H", "H", "H"], "positions_angstrom": [[-0.6061, -1.2305, -0.2250], [-0.5986, 0.1482, 0.0620], [-0.5207, 0.6536, 1.2983], [-0.7990, 1.0820, -0.8446], [1.8720, 0.4501, -0.0823], [-1.4553, -1.7523, -0.7512], [0.0877, -1.4738, -1.0646], [-0.4742, -1.8409, 0.6833], [-0.3696, 1.6690, 1.4670], [1.9327, 0.0606, -1.0029], [-0.3502, 0.2216, 2.1862], [-1.1302, 0.7202, -1.7746], [2.4116, 1.2923, 0.0485]]}

Arrangement b

{"formula": "C2H8NO2", "method": "ωB97M-V with the def2-TZVPD basis set", "charge": 1, "smiles": "C[NH2+]C(O)O", "molar_mass_g_mol": 78.09, "homo_lumo_gap_ev": 13.1, "elements": ["C", "N", "C", "O", "O", "H", "H", "H", "H", "H", "H", "H", "H"], "positions_angstrom": [[1.4979, 0.0238, 0.1111], [0.1227, 0.5027, -0.3077], [-1.0962, -0.0759, 0.3375], [-1.3376, -1.3123, -0.1778], [-1.9851, 0.7796, -0.0638], [1.4799, -0.9206, 0.7463], [1.9822, -0.2853, -0.8081], [2.1162, 0.7163, 0.6333], [-0.0952, 1.5158, -0.2091], [-0.0109, 0.3080, -1.3035], [-0.8885, 0.0057, 1.4346], [-2.2478, -1.2531, -0.7101], [-2.8545, 0.7254, 0.3958]]}

Arrangement c

{"formula": "C2H8NO2", "method": "ωB97M-V with the def2-TZVPD basis set", "charge": 1, "molar_mass_g_mol": 78.09, "homo_lumo_gap_ev": 12.5, "elements": ["C", "N", "H", "H", "H", "H", "H", "H", "O", "C", "O", "H", "H"], "positions_angstrom": [[-1.5135, -1.3153, -1.0927], [-0.0783, -0.9751, -1.3924], [-2.0656, -1.6140, -1.9765], [-1.5470, -2.0800, -0.3241], [-1.9775, -0.4151, -0.7042], [0.2778, -0.3950, -0.5801], [-0.0997, -0.3111, -2.1643], [0.4862, -1.8081, -1.5088], [1.3899, 0.4913, 0.2872], [0.8905, 0.8637, 1.2930], [-0.3686, 1.3433, 1.3054], [1.4336, 1.0693, 2.2249], [-0.8528, 1.0102, 2.0762]]}

Energies in kJ/mol, measured from the most stable structure: arrangement a 50.9; arrangement b 86.8; arrangement c 0.0.

Arrangement a

{"formula": "C2H8NO2", "method": "ωB97M-V with the def2-TZVPD basis set", "charge": 1, "molar_mass_g_mol": 78.09, "homo_lumo_gap_ev": 11.0, "elements": ["O", "C", "C", "N", "H", "H", "H", "H", "H", "H", "H", "H", "O"], "positions_angstrom": [[0.3238, 1.7639, 0.9438], [-0.6710, 1.1871, 1.3926], [-0.6700, -0.3070, 1.2190], [0.0030, -0.8316, -0.0185], [-1.5615, 1.6752, 1.7701], [-0.2869, -1.0372, 2.1647], [-1.7411, -0.5947, 1.3282], [0.6685, -1.5176, 0.1093], [-0.7760, -1.0061, -0.6932], [0.4898, 0.1460, -0.3882], [1.3761, -0.3442, -3.1211], [1.4645, 0.8957, -2.5277], [1.3809, -0.0293, -2.1790]]}

Arrangement b

{"formula": "C2H8NO2", "method": "ωB97M-V with the def2-TZVPD basis set", "charge": 1, "molar_mass_g_mol": 78.09, "homo_lumo_gap_ev": 12.6, "elements": ["C", "N", "H", "H", "H", "H", "H", "H", "O", "C", "O", "H", "H"], "positions_angstrom": [[-1.5590, 0.8330, 1.6074], [-0.3211, 1.4514, 1.0754], [-1.4439, -0.2170, 1.8849], [-1.9396, 1.3456, 2.4836], [-2.2903, 0.8391, 0.7996], [0.1299, 0.8531, 0.3273], [0.3546, 1.7490, 1.7748], [-0.6145, 2.2898, 0.5752], [0.7749, 0.2733, -1.0619], [0.9427, -0.8865, -1.3510], [0.3894, -1.8369, -0.6161], [1.5817, -1.2325, -2.1720], [0.5149, -2.6982, -1.0460]]}

Energies in kJ/mol, measured from the most stable structure: arrangement a 219.7; arrangement b 0.0.

Arrangement a

{"formula": "C2H8NO2", "method": "ωB97M-V with the def2-TZVPD basis set", "charge": 1, "molar_mass_g_mol": 78.09, "homo_lumo_gap_ev": 11.9, "elements": ["C", "N", "H", "H", "H", "H", "H", "H", "O", "C", "O", "H", "H"], "positions_angstrom": [[0.9331, 1.8725, -0.7360], [0.3857, 1.2720, 0.4778], [0.2276, 2.2676, -1.4529], [1.7510, 1.1763, -1.2084], [1.5674, 2.7999, -0.3863], [0.0711, 0.2130, 0.2945], [0.7507, 1.6031, 1.3624], [-0.6497, 1.5484, 0.5716], [-1.0432, -1.2079, 0.5691], [-0.7040, -2.3426, 0.3828], [-1.1804, -3.1695, -0.5706], [0.0383, -2.8262, 1.1015], [-2.1476, -3.2068, -0.4055]]}

Arrangement b

{"formula": "C2H8NO2", "method": "ωB97M-V with the def2-TZVPD basis set", "charge": 1, "molar_mass_g_mol": 78.09, "homo_lumo_gap_ev": 12.1, "elements": ["C", "N", "H", "H", "H", "H", "H", "H", "O", "C", "O", "H", "H"], "positions_angstrom": [[1.1744, 1.4495, 0.3267], [0.3448, 1.4149, -0.9095], [0.5741, 1.8335, 1.1351], [2.0460, 2.0669, 0.1481], [1.5029, 0.4318, 0.5270], [-0.4015, 0.6845, -0.8717], [-0.1367, 2.2947, -1.0814], [0.8790, 1.1317, -1.7299], [-0.7578, -0.9304, -0.2062], [-1.2153, -1.9766, 0.1835], [-0.7821, -2.5171, 1.3049], [-2.0124, -2.5218, -0.3336], [-1.2155, -3.3616, 1.5070]]}

Energies in kJ/mol, measured from the most stable structure: arrangement a 141.4; arrangement b 0.0.

Arrangement a

{"formula": "C2H8NO2", "method": "ωB97M-V with the def2-TZVPD basis set", "charge": 1, "smiles": "C[NH2+]C(O)O", "molar_mass_g_mol": 78.09, "homo_lumo_gap_ev": 12.7, "elements": ["C", "N", "C", "O", "O", "H", "H", "H", "H", "H", "H", "H", "H"], "positions_angstrom": [[1.5471, -0.0172, 0.0878], [0.3550, 0.5609, -0.4199], [-0.9476, -0.1039, 0.2460], [-1.2242, -1.3786, -0.1617], [-1.8633, 0.7900, -0.0076], [1.5736, -1.0692, -0.2903], [2.4054, 0.5620, -0.2741], [1.3652, 0.1689, 1.1709], [0.3899, 1.6013, -0.1176], [0.2867, 0.3177, -1.4323], [-0.5297, -0.0218, 1.2853], [-0.6751, -1.9531, 0.3566], [-2.6829, 0.5431, -0.4430]]}

Arrangement b

{"formula": "C2H8NO2", "method": "ωB97M-V with the def2-TZVPD basis set", "charge": 1, "smiles": "C[NH2+]COO", "molar_mass_g_mol": 78.09, "homo_lumo_gap_ev": 12.4, "elements": ["C", "N", "C", "O", "O", "H", "H", "H", "H", "H", "H", "H", "H"], "positions_angstrom": [[-1.2115, -1.0788, 0.1319], [-0.2196, -0.2577, -0.4755], [-0.0285, 0.9937, 0.2670], [1.1596, 1.5128, -0.2632], [2.1321, 0.4228, -0.2413], [-0.8326, -1.2979, 1.1877], [-2.1223, -0.4582, 0.0941], [-1.3440, -1.8986, -0.5389], [-0.3262, -0.2558, -1.5364], [0.7843, -0.7625, -0.3901], [-0.8302, 1.7682, 0.1402], [-0.0506, 0.6768, 1.3421], [2.8895, 0.6351, 0.2823]]}

Energies in kJ/mol, measured from the most stable structure: arrangement a 0.0; arrangement b 277.3.

Arrangement a

{"formula": "C2H2N2S", "method": "ωB97M-V with the def2-TZVPD basis set", "charge": 0, "smiles": "N#C/C=N\\S", "molar_mass_g_mol": 86.12, "homo_lumo_gap_ev": 9.0, "elements": ["N", "C", "C", "N", "S", "H", "H"], "positions_angstrom": [[1.7306, -0.6728, 1.7668], [0.8520, -0.4072, 1.0309], [-0.5816, -0.3873, 0.5379], [-0.8924, 0.3057, -0.5386], [0.4008, 0.4651, -1.6705], [-1.3239, -0.8242, 1.1955], [-0.1855, 1.5206, -2.3219]]}

Arrangement b

{"formula": "C2H2N2S", "method": "ωB97M-V with the def2-TZVPD basis set", "charge": 0, "smiles": "N#CC(N)=S", "molar_mass_g_mol": 86.12, "homo_lumo_gap_ev": 8.5, "elements": ["N", "C", "C", "N", "S", "H", "H"], "positions_angstrom": [[-0.7059, -1.2496, 2.1208], [-0.5996, -0.6099, 1.1668], [-0.1292, 0.3779, 0.0830], [0.4692, -0.1397, -0.9969], [-0.7205, 1.9970, 0.1094], [0.6240, 0.6533, -1.5812], [1.0621, -1.0289, -0.9018]]}

Arrangement c

{"formula": "C2H2N2S", "method": "ωB97M-V with the def2-TZVPD basis set", "charge": 0, "smiles": "N#C/C=N\\S", "molar_mass_g_mol": 86.12, "homo_lumo_gap_ev": 9.7, "elements": ["N", "C", "C", "N", "S", "H", "H"], "positions_angstrom": [[1.9767, -1.0841, 0.1204], [1.5303, 0.0036, -0.1304], [0.6023, 1.2272, 0.0304], [-0.6077, 1.0551, -0.0241], [-1.3130, -0.5936, -0.0690], [1.0526, 2.3486, 0.1045], [-2.4233, -0.0322, 0.9250]]}

Energies in kJ/mol, measured from the most stable structure: arrangement a 88.4; arrangement b 0.0; arrangement c 177.7.

Arrangement a

{"formula": "H28O14", "method": "ωB97M-V with the def2-TZVPD basis set", "charge": 0, "molar_mass_g_mol": 252.21, "homo_lumo_gap_ev": 8.2, "elements": ["O", "H", "H", "O", "H", "H", "O", "H", "H", "O", "H", "H", "O", "H", "H", "O", "H", "H", "O", "H", "H", "O", "H", "H", "O", "H", "H", "O", "H", "H", "O", "H", "H", "O", "H", "H", "O", "H", "H", "O", "H", "H"], "positions_angstrom": [[-2.2867, 0.6744, 0.1176], [-2.2392, 1.5851, -0.2373], [-2.6984, 0.8279, 0.8495], [-1.5803, -3.3607, 1.4196], [-2.4309, -3.0714, 1.7903], [-1.2510, -2.7186, 0.7508], [-0.2112, -0.2568, 0.0689], [-1.0809, -0.2030, 0.2935], [0.2079, 0.5708, -0.4348], [-2.2716, -0.2662, 2.9307], [-2.9545, 0.4114, 2.8529], [-2.3405, -0.6514, 3.8226], [0.8933, 2.1692, -1.3643], [1.6081, 1.8227, -1.9268], [1.0439, 2.7706, -0.6514], [3.2121, 1.3413, -1.2035], [3.2220, 1.1102, -0.2620], [2.8766, 0.5694, -1.6524], [-0.6671, 1.7128, -2.6968], [-0.4132, 2.2397, -3.4638], [-0.0341, 1.7859, -1.9888], [2.4533, -1.1820, -2.0976], [1.8641, -1.3808, -1.4453], [1.8772, -1.4818, -2.7962], [1.0825, -1.0141, -3.6103], [0.3015, -1.0747, -2.8600], [1.1689, -1.8425, -3.9579], [0.8172, 3.4927, 0.9070], [0.4612, 2.7724, 1.3991], [0.6560, 4.3241, 1.3459], [-2.1432, -1.8412, -0.8941], [-1.6442, -1.7906, -1.6222], [-2.2249, -0.9543, -0.4952], [0.1358, -2.3495, 2.9297], [0.7476, -3.0035, 2.5456], [-0.5324, -2.0888, 2.2646], [1.9436, -1.8537, -0.1635], [0.9771, -1.4767, 0.0721], [2.4935, -1.1844, 0.3112], [-0.1238, 1.8505, 2.7645], [-0.5617, 0.9751, 2.6439], [-0.3536, 2.0406, 3.7442]]}

Arrangement b

{"formula": "H28O14", "method": "ωB97M-V with the def2-TZVPD basis set", "charge": 0, "molar_mass_g_mol": 252.21, "homo_lumo_gap_ev": 9.5, "elements": ["H", "H", "H", "H", "H", "H", "H", "H", "H", "H", "H", "H", "H", "H", "H", "H", "H", "H", "H", "H", "H", "H", "H", "H", "H", "H", "H", "H", "O", "O", "O", "O", "O", "O", "O", "O", "O", "O", "O", "O", "O", "O"], "positions_angstrom": [[-0.9001, -0.6062, -0.1614], [-0.1087, 0.8466, -0.4107], [2.2690, 3.2781, 1.1451], [1.1361, 2.2437, 0.7510], [1.9934, 2.1596, 3.2873], [3.2966, 1.5094, 2.9085], [-4.3198, 1.3434, 0.1459], [-5.3285, 0.2339, 0.3015], [-0.7899, 1.6540, -3.1839], [0.2085, 1.3084, -2.0565], [4.0391, -1.8583, 0.5743], [3.3379, -0.8506, 1.2408], [2.5489, 0.4335, 0.1845], [1.1172, -0.2250, 0.6801], [0.8244, -2.6451, 1.8803], [0.8229, -1.6386, 2.9512], [-2.6633, -3.8453, -1.0704], [-2.8304, -5.2459, -1.5472], [-0.7481, -3.1051, -3.4875], [-1.7054, -1.9232, -3.5408], [-3.9687, -2.3167, -0.4174], [-2.7473, -1.2173, -0.7693], [-2.5366, 4.1177, 0.3509], [-1.2169, 3.5271, 0.5749], [0.9812, 6.0317, -0.7930], [1.3026, 4.5388, -0.9934], [3.3481, -3.8956, 0.8970], [2.2713, -3.3148, -0.0201], [-0.1100, -0.1006, -0.5645], [2.0033, 2.3928, 1.2314], [2.4463, 1.3386, 3.4799], [-5.0489, 1.0717, 0.6976], [0.1232, 1.3754, -2.9681], [4.1105, -1.3031, 1.3831], [1.7048, 0.5365, 0.7275], [0.2524, -2.0639, 2.2605], [-2.1540, -4.4645, -1.5855], [-1.4080, -2.5937, -2.9164], [-3.0554, -2.1967, -0.7516], [-1.5816, 4.1585, -0.0110], [0.6687, 5.2023, -1.1411], [2.4153, -3.8914, 0.7368]]}

Energies in kJ/mol, measured from the most stable structure: arrangement a 222.8; arrangement b 0.0.